[1]
Molecular formula: C6H26N2O8
Method: DFT, ωB97M-V/def2-TZVPD

The energy is -955.638230 hartree. The HOMO-LUMO gap comes out at 9.10 eV. As for the structure (SMILES): CCCc1c[nH]cn1.O.O.O.O.O.O.O.O. Its energy relative to the best compared isomer or geometry (same formula, charge and spin) is 0.0 kcal/mol.

XYZ file:
```
42
C6H26N2O8, DFT ωB97M-V/def2-TZVPD
C -2.77 0.29 -1.63
C -2.18 -0.54 -0.53
C -1.00 0.18 0.23
C -0.01 -0.78 0.83
C 0.98 -1.51 0.26
N 1.66 -2.07 1.33
C 1.06 -1.66 2.46
N 0.11 -0.80 2.21
H -2.32 0.34 -2.62
H -3.85 0.15 -1.74
H -2.87 1.32 -1.28
H -1.67 -1.47 -0.79
H -2.90 -0.87 0.23
H -1.35 0.88 0.98
H -0.53 0.82 -0.52
H 1.30 -1.81 -0.72
H 2.61 -2.40 1.26
H 1.37 -1.94 3.46
O 0.18 1.60 -4.24
H 0.51 0.69 -4.20
H -0.45 1.52 -3.51
O 2.82 0.77 0.53
H 2.20 1.45 0.91
H 3.49 1.42 0.26
O -2.36 1.06 3.90
H -1.82 0.39 3.43
H -2.99 1.31 3.22
O -0.32 -3.97 -0.73
H -0.13 -4.16 0.20
H -1.10 -4.43 -1.08
O 1.18 2.94 1.12
H 1.73 3.71 1.24
H 0.70 2.79 1.97
O -0.17 -0.84 -2.94
H -0.02 -0.36 -2.13
H 0.49 -1.54 -3.00
O 2.85 0.14 -3.12
H 3.17 0.50 -2.28
H 2.80 0.93 -3.68
O -0.02 2.32 3.37
H -0.89 2.08 3.76
H 0.52 1.55 3.55
```

***

[2]
Molecular formula: C4H8O2
Method: DFT, ωB97M-V/def2-TZVPD

The energy is -307.626301 hartree. The HOMO-LUMO gap comes out at 9.08 eV. As for the structure (SMILES): C/C=C/O.C=O. Its energy relative to the best compared isomer or geometry (same formula, charge and spin) is 54.0 kcal/mol.

XYZ file:
```
14
C4H8O2, DFT ωB97M-V/def2-TZVPD
C -1.98 -1.02 0.25
C -1.10 0.10 -0.23
C -0.62 1.05 0.56
O 0.34 1.97 0.22
H -1.43 -1.97 0.19
H -2.27 -0.88 1.30
H -2.88 -1.12 -0.35
H -0.72 0.03 -1.25
H -0.94 1.21 1.59
H 0.70 1.69 -0.63
C 2.69 -0.27 -0.38
O 1.75 -0.86 -0.85
H 3.61 -0.07 -0.96
H 2.67 0.17 0.63
```

***

[3]
Molecular formula: C33H28BiIN6O3S
Method: DFT, ωB97M-V/def2-TZVPD

The energy is -2739.091470 hartree. The HOMO-LUMO gap comes out at 7.46 eV. Its energy relative to the best compared isomer or geometry (same formula, charge and spin) is 0.0 kcal/mol.

XYZ file:
```
73
C33H28BiIN6O3S, DFT ωB97M-V/def2-TZVPD
Bi -1.11 2.19 -0.38
N -1.59 2.31 -2.88
C -1.09 3.55 -3.38
C -1.19 4.68 -2.39
O -1.05 5.86 -2.67
N -1.39 4.25 -1.06
C -1.21 5.26 -0.05
C -1.13 4.69 1.31
O -1.48 5.25 2.29
O -0.63 3.46 1.32
H -2.61 2.30 -2.90
H -1.24 1.47 -3.32
H -0.08 3.51 -3.75
H -1.65 3.88 -4.32
H -0.28 5.81 -0.24
H -1.98 5.97 -0.11
I -0.56 -1.18 -1.16
C 1.09 -0.39 -2.10
C 1.80 -1.37 -2.75
C 2.95 -1.13 -3.48
C 3.37 0.18 -3.55
C 2.66 1.20 -2.90
C 3.12 2.53 -3.02
C 2.63 3.52 -2.22
C 1.57 3.21 -1.38
C 0.95 2.02 -1.33
C 1.50 0.93 -2.07
H 1.40 -2.35 -2.72
H 3.46 -1.90 -3.95
H 4.26 0.47 -4.18
H 3.92 2.70 -3.72
H 2.96 4.54 -2.39
H 1.16 4.04 -0.72
N 2.27 2.45 1.87
C 2.62 1.30 1.19
C 3.71 1.31 0.35
C 4.16 0.07 -0.25
C 3.51 -1.08 -0.07
C 2.34 -1.06 0.78
C 1.73 -2.28 1.10
C 0.74 -2.29 2.06
C 0.28 -1.07 2.53
N 0.74 0.10 2.20
C 1.88 0.10 1.39
H 1.35 2.59 2.23
H 2.70 3.32 1.59
H 4.29 2.20 0.11
H 5.07 0.13 -0.92
H 3.79 -2.03 -0.51
H 2.06 -3.21 0.64
H 0.22 -3.18 2.39
H -0.56 -1.00 3.22
S -3.97 -3.44 3.55
C -3.70 -2.34 2.21
C -3.71 -1.00 2.48
C -3.51 -0.09 1.43
N -3.37 -0.44 0.13
C -3.36 -1.76 -0.08
C -3.53 -2.73 0.89
C -2.98 -4.85 3.09
C -3.42 -5.86 2.24
C -2.68 -7.04 2.10
N -1.53 -7.24 2.71
C -1.07 -6.21 3.49
C -1.75 -5.02 3.70
H -3.72 -0.64 3.51
H -3.44 0.99 1.68
H -3.23 -2.14 -1.10
H -3.51 -3.76 0.54
H -4.42 -5.75 1.82
H -3.05 -7.79 1.44
H -0.15 -6.42 4.05
H -1.34 -4.25 4.36
```

***

[4]
Molecular formula: C10H22FO8S2Tl
Method: DFT, ωB97M-V/def2-TZVPD

The energy is -2063.979046 hartree. The HOMO-LUMO gap comes out at 2.82 eV. Its energy relative to the best compared isomer or geometry (same formula, charge and spin) is 0.0 kcal/mol. Its charge is +2.

XYZ file:
```
44
C10H22FO8S2Tl, DFT ωB97M-V/def2-TZVPD
Tl 1.47 -1.05 -2.71
F 0.08 1.25 -2.38
O 1.10 -0.92 0.17
C 0.53 -1.19 1.20
O 1.18 -1.44 2.32
C 0.28 -1.93 3.33
C -1.04 -2.25 2.61
C -0.98 -1.31 1.42
H 0.14 -1.17 4.10
H 0.60 -2.85 3.81
H -1.86 -2.00 3.29
H -1.10 -3.31 2.36
H -1.29 -0.30 1.68
H -1.42 -1.68 0.49
O -1.37 -1.08 -2.07
S -2.37 -0.51 -2.96
O -2.08 -0.42 -4.34
O -3.69 -1.37 -2.87
C -3.94 -2.23 -1.76
C -5.26 -2.96 -1.92
C -2.96 1.08 -2.34
H -3.82 -1.74 -0.79
H -3.13 -2.98 -1.73
H -5.22 -3.39 -2.92
H -6.07 -2.23 -1.95
H -5.37 -3.72 -1.16
H -3.27 1.69 -3.18
H -2.14 1.51 -1.77
H -3.78 0.90 -1.65
O 3.64 3.48 -1.18
S 3.10 2.29 -0.64
O 2.82 1.13 -1.44
O 3.97 1.78 0.60
C 5.03 2.66 1.04
C 5.49 2.25 2.42
C 1.58 2.70 0.26
H 4.61 3.68 1.07
H 5.80 2.78 0.26
H 4.63 2.30 3.07
H 6.29 2.93 2.68
H 5.88 1.23 2.36
H 1.40 1.95 1.02
H 0.77 2.75 -0.47
H 1.76 3.68 0.70
```

***

Number 1: lowest unoccupied orbital energy 0.39 eV. Number 2: lowest unoccupied orbital energy 0.59 eV. Number 3: lowest unoccupied orbital energy -0.11 eV. Number 4: lowest unoccupied orbital energy -13.85 eV.